No. 1
A structure of composition C4H5LiO2Yb at a distorted geometry, computed with wB97M-V/def2-TZVPD.

Output
- Net charge: +2
- HOMO-LUMO gap: 6.5 eV
- Highest occupied orbital energy: -15.5936 eV
- DFT total energy: -1471.4881 a.u.
- Relative energy (zero: lowest compared OMol25 entry of this formula, charge and spin): 0.0 kcal per mole

Each line ends with the Mulliken charge.
Atoms and positions in Å:
H (-0.7864, -0.2043, 1.5181)  0.238
C (-0.7069, 0.3848, 0.5167)  0.139
C (-0.7262, -0.4127, -0.7749)  -0.606
C (0.7100, -0.9240, -0.9035)  -0.370
C (1.5453, -0.0164, -0.0570)  -0.333
O (0.7757, 0.7986, 0.5619)  -0.241
O (-1.4420, 1.4712, 0.6136)  -0.610
Yb (-2.2937, 2.8719, 2.2688)  1.581
Li (3.4228, -0.1135, 0.9753)  0.996
H (-0.9987, 0.2777, -1.5842)  0.278
H (-1.4679, -1.2183, -0.7266)  0.299
H (1.1498, -0.9679, -1.9087)  0.365
H (0.8181, -1.9471, -0.4994)  0.264

Force components x, y, z for each atom (eV/Å):
H 0.3 0.2 -1.8
C 0.0 -0.8 1.5
C -0.4 0.0 0.0
C 0.2 -0.3 0.1
C 0.1 -0.1 0.2
O 0.5 -0.2 0.6
O -1.6 2.3 1.6
Yb 0.8 -1.4 -1.9
Li 0.0 0.1 -0.4
H 0.1 -0.2 0.2
H 0.2 0.2 -0.1
H -0.3 0.0 0.1
H 0.1 0.2 -0.1


No. 2
The ion C4H10N3O2 with charge +1 at a distorted geometry, computed with wB97M-V/def2-TZVPD.

Output
- Net charge: +1
- HOMO-LUMO gap: 9.3 eV
- Highest occupied orbital energy: -13.7803 eV
- DFT total energy: -472.7837 a.u.
- Relative energy (zero: lowest compared OMol25 entry of this formula, charge and spin): 95.0 kcal per mole

Each line ends with the Mulliken charge.
Atoms and positions in Å:
C (-2.1555, 0.0465, -0.2476)  0.328
C (0.3945, -0.6932, 0.3760)  0.842
C (1.3131, -1.5939, -0.3568)  -1.117
C (1.0519, 1.7374, 0.1011)  -0.895
N (-1.5208, -1.0948, -0.3680)  -0.431
N (-1.2086, 1.0467, 0.0673)  -0.484
N (0.1138, 0.6281, -0.1774)  0.145
O (-3.2885, 0.3641, -0.5052)  -0.563
O (0.3277, -0.9759, 1.6702)  -0.422
H (2.0394, -1.1227, -1.1499)  0.328
H (0.7782, -2.3211, -1.0295)  0.327
H (1.8657, -2.2011, 0.4252)  0.377
H (2.1208, 1.5876, 0.1872)  0.351
H (0.9732, 2.4511, -0.6759)  0.394
H (0.7266, 2.1621, 1.1149)  0.376
H (-1.8972, -2.0215, -0.2425)  0.245
H (-1.4845, 2.0646, -0.2053)  0.360
H (0.0843, 0.4277, -1.2650)  0.475
H (-0.2340, -0.4916, 2.2812)  0.362

Force components x, y, z for each atom (eV/Å):
C -1.3 0.3 -1.1
C -4.4 -2.4 0.2
C 1.9 -1.0 -1.6
C 0.0 1.3 2.8
N 4.1 -0.9 0.9
N -0.8 2.9 1.2
N 0.4 0.6 -3.9
O -0.3 0.1 0.6
O 1.3 0.4 -0.9
H -1.2 -0.3 1.9
H 0.1 0.7 1.0
H -0.4 0.8 -1.1
H 0.0 -1.3 -0.1
H -0.6 0.8 -0.7
H 0.4 -0.4 -1.6
H -0.4 0.2 0.0
H 1.0 -2.5 0.4
H 0.8 0.1 2.2
H -0.6 0.6 -0.3


No. 3
A structure of composition C55H45N9OP2S3Se2Y at a distorted geometry, computed with wB97M-V/def2-TZVPD.

Output
- Net charge: -1
- HOMO-LUMO gap: 6.8 eV
- Highest occupied orbital energy: -4.8672 eV
- DFT total energy: -9409.7159 a.u.
- Relative energy (zero: lowest compared OMol25 entry of this formula, charge and spin): 16.1 kcal per mole

Each line ends with the Mulliken charge.
Atoms and positions in Å:
Y (-0.1239, 2.1042, -0.1593)  -0.167
N (3.0307, 2.3552, -3.6946)  -0.430
C (2.1580, 2.5664, -2.6769)  0.424
S (2.5621, 1.9483, -1.1417)  -0.484
N (1.1320, 3.3192, -3.0055)  -1.312
N (0.1653, 3.5416, -2.1096)  1.050
C (-0.7323, 4.4194, -2.4735)  0.531
C (-0.6592, 5.0631, -3.8042)  -0.688
C (-0.7547, 4.2782, -4.9498)  0.044
C (-0.7038, 4.8683, -6.1995)  -0.800
C (-0.5536, 6.2412, -6.3171)  -0.441
C (-0.4284, 7.0229, -5.1821)  -0.714
C (-0.4750, 6.4359, -3.9295)  -0.118
C (-1.7878, 4.7748, -1.5513)  0.280
C (-2.7543, 5.7432, -1.8743)  -0.952
C (-3.6735, 6.1219, -0.9209)  -0.627
C (-3.6358, 5.5141, 0.3271)  -1.033
C (-2.6925, 4.5207, 0.5417)  -0.332
N (-1.7961, 4.1551, -0.3580)  0.674
H (3.7316, 1.6453, -3.5881)  0.206
H (2.7072, 2.5984, -4.6164)  0.238
H (-0.8713, 3.2071, -4.8496)  0.390
H (-0.7812, 4.2564, -7.0875)  0.412
H (-0.5286, 6.7014, -7.2954)  0.378
H (-0.2910, 8.0928, -5.2707)  0.371
H (-0.3564, 7.0398, -3.0410)  0.512
H (-2.7668, 6.1851, -2.8586)  0.499
H (-4.4117, 6.8816, -1.1422)  0.420
H (-4.3264, 5.7964, 1.1069)  0.436
H (-2.6538, 3.9897, 1.4860)  0.473
C (0.6156, 0.3524, 4.0501)  -1.763
C (0.5638, 1.3937, 2.9677)  1.940
N (-0.4251, 1.4040, 2.1141)  1.078
N (-1.3418, 0.3871, 2.2876)  -0.418
C (-2.2993, 0.2531, 1.4552)  0.092
S (-2.7311, 1.1836, 0.0866)  -0.601
S (-3.3721, -1.1433, 1.8383)  -0.062
C (-4.3993, -0.3058, 3.1136)  -1.304
C (-3.5913, -0.1105, 4.3483)  0.548
C (-3.1050, 1.1405, 4.7055)  -0.211
C (-2.2944, 1.2833, 5.8183)  -0.549
C (-1.9552, 0.1772, 6.5789)  -0.497
C (-2.4293, -1.0756, 6.2222)  -0.579
C (-3.2401, -1.2163, 5.1149)  -0.106
C (1.6338, 2.3574, 2.8636)  0.068
C (2.7596, 2.2452, 3.6977)  -1.277
C (3.7886, 3.1553, 3.6771)  -0.933
C (3.7397, 4.2397, 2.8000)  -0.449
C (2.6866, 4.3626, 1.9362)  -0.383
C (1.6114, 3.4357, 1.9135)  1.024
O (0.6592, 3.6274, 1.0660)  -0.569
H (-0.3753, -0.0689, 4.1859)  -0.167
H (0.9632, 0.7628, 4.9931)  0.669
H (1.2788, -0.4449, 3.7159)  0.403
H (-5.2468, -0.9729, 3.2738)  0.468
H (-4.7347, 0.6325, 2.6753)  0.413
H (-3.3508, 2.0008, 4.0982)  0.261
H (-1.9119, 2.2591, 6.0821)  0.361
H (-1.3049, 0.2824, 7.4352)  0.393
H (-2.1549, -1.9467, 6.8011)  0.370
H (-3.5923, -2.1929, 4.8118)  0.365
H (2.8408, 1.4052, 4.3706)  0.346
H (4.6356, 3.0278, 4.3368)  0.393
H (4.5423, 4.9662, 2.7866)  0.394
H (2.6333, 5.1721, 1.2202)  0.420
Se (0.8163, -5.0218, -1.9279)  -0.328
P (1.1500, -4.0740, -0.0772)  1.128
C (2.8932, -4.2447, 0.4144)  0.442
C (3.3180, -4.9371, 1.5378)  -0.470
C (4.6730, -5.0395, 1.7999)  -0.627
C (5.5944, -4.4486, 0.9527)  -0.540
C (5.1677, -3.7587, -0.1705)  -0.706
C (3.8180, -3.6624, -0.4451)  -0.247
C (0.1623, -4.8069, 1.2583)  0.320
C (-0.6455, -4.0551, 2.0991)  -0.469
C (-1.3552, -4.6948, 3.1014)  -0.305
C (-1.2557, -6.0658, 3.2643)  -0.619
C (-0.4625, -6.8166, 2.4109)  -0.678
C (0.2396, -6.1888, 1.4008)  -0.571
C (0.9125, -2.3161, -0.0054)  -0.090
C (0.3162, -1.3210, -0.7867)  -0.889
N (0.5231, -0.1667, -0.1249)  1.690
N (1.2003, -0.4456, 0.9762)  0.134
N (1.4400, -1.7101, 1.0741)  -0.870
P (-0.3135, -1.3032, -2.4617)  0.900
Se (-0.8655, 0.6437, -3.0915)  -0.426
C (-1.7368, -2.4373, -2.4622)  0.617
C (-2.6930, -2.0677, -1.5198)  0.462
C (-3.8580, -2.7948, -1.3794)  -0.794
C (-4.0821, -3.8912, -2.1956)  -0.642
C (-3.1364, -4.2587, -3.1367)  -0.885
C (-1.9636, -3.5361, -3.2783)  -0.287
C (1.1743, -1.7936, -3.3939)  0.849
C (1.2221, -2.6255, -4.5018)  -0.347
C (2.4350, -2.8707, -5.1215)  -0.768
C (3.5933, -2.2640, -4.6659)  -0.647
C (3.5403, -1.3920, -3.5919)  -0.824
C (2.3368, -1.1608, -2.9562)  -0.556
H (2.5968, -5.3907, 2.2026)  0.377
H (5.0117, -5.5847, 2.6688)  0.387
H (6.6503, -4.5285, 1.1666)  0.364
H (5.8875, -3.3012, -0.8333)  0.444
H (3.4685, -3.1441, -1.3300)  0.112
H (-0.7228, -2.9840, 1.9865)  0.206
H (-1.9862, -4.1112, 3.7530)  0.495
H (-1.8018, -6.5570, 4.0567)  0.396
H (-0.3922, -7.8883, 2.5290)  0.387
H (0.8468, -6.7557, 0.7064)  0.447
H (-2.5275, -1.1975, -0.8972)  -0.480
H (-4.5731, -2.5041, -0.6249)  0.519
H (-4.9948, -4.4618, -2.0953)  0.385
H (-3.3023, -5.1256, -3.7615)  0.412
H (-1.2308, -3.8653, -3.9953)  0.131
H (0.3292, -3.0991, -4.8742)  0.376
H (2.4777, -3.5456, -5.9639)  0.416
H (4.5381, -2.4666, -5.1480)  0.398
H (4.4339, -0.8990, -3.2342)  0.613
H (2.3068, -0.4808, -2.1139)  0.281

Force components x, y, z for each atom (eV/Å):
Y -0.6 0.3 -0.6
N 0.0 0.1 -0.2
C 0.1 0.1 0.6
S 0.0 -0.1 0.2
N -0.1 0.4 -1.0
N -0.2 0.6 -0.2
C 1.1 -0.7 -0.4
C 0.0 0.1 -0.1
C -0.2 0.1 0.0
C -0.1 -0.1 0.0
C 0.0 0.1 -0.1
C 0.0 0.2 -0.1
C 0.0 -0.2 0.0
C -0.8 0.3 0.6
C 0.3 -0.2 -0.1
C 0.0 -0.1 0.3
C 0.0 0.1 -0.2
C -0.1 0.0 0.3
N 0.2 0.1 -0.6
H -0.1 0.0 0.0
H 0.0 -0.1 0.0
H 0.0 0.0 0.0
H 0.0 0.0 0.0
H 0.0 0.0 -0.1
H 0.0 0.0 0.0
H 0.0 0.1 0.1
H 0.0 0.0 0.0
H 0.0 0.0 0.0
H 0.0 -0.1 0.1
H 0.0 0.0 0.0
C -0.3 0.1 0.0
C -0.8 -0.4 0.1
N -0.1 0.2 -0.1
N 0.3 -0.7 0.8
C -0.1 0.0 0.0
S -0.1 0.2 -0.1
S -0.3 -0.1 0.1
C 0.4 -0.2 -0.5
C 0.0 0.1 0.3
C -0.2 -0.1 0.0
C 0.1 0.0 0.1
C 0.1 0.1 0.1
C 0.0 -0.1 0.1
C -0.1 0.1 0.0
C 0.3 0.7 -0.5
C 0.0 0.0 0.0
C 0.2 -0.1 0.2
C -0.1 -0.1 -0.1
C -0.2 0.0 -0.1
C 0.6 0.1 0.9
O 0.0 0.4 0.1
H 0.1 -0.1 0.0
H 0.1 0.0 0.0
H 0.1 -0.1 0.0
H 0.0 0.1 0.0
H -0.1 0.0 0.1
H 0.0 0.1 -0.1
H 0.0 0.1 0.0
H 0.0 0.0 0.1
H 0.0 0.0 0.1
H 0.0 -0.1 0.0
H -0.1 0.0 0.0
H 0.0 0.0 0.0
H 0.0 0.0 0.0
H 0.0 0.0 0.0
Se 0.0 -0.1 0.0
P 0.0 -0.3 -0.1
C -0.3 0.0 0.0
C -0.2 0.1 -0.1
C 0.2 -0.1 0.1
C 0.1 -0.1 0.1
C 0.0 0.0 -0.1
C 0.0 0.0 0.0
C 0.2 0.1 -0.2
C 0.1 0.0 0.0
C -0.1 0.0 0.1
C -0.1 0.0 0.1
C 0.1 -0.1 0.0
C 0.0 0.0 0.0
C -0.3 0.1 -0.3
C 0.1 -0.2 0.2
N -0.1 -1.0 -0.1
N 0.3 0.5 0.3
N 0.2 -0.3 0.2
P 0.0 -0.1 -0.2
Se -0.1 0.1 0.1
C 0.2 0.1 0.0
C 0.1 0.0 0.0
C 0.0 -0.1 0.0
C -0.1 0.0 0.0
C 0.0 -0.1 -0.2
C 0.0 0.0 0.0
C -0.2 0.0 0.0
C 0.0 0.1 0.1
C 0.0 0.0 -0.1
C 0.1 0.0 -0.1
C 0.0 0.0 0.0
C -0.1 -0.1 0.1
H 0.0 0.0 0.1
H 0.0 0.0 0.1
H 0.1 0.0 0.0
H 0.1 0.1 -0.1
H 0.0 0.0 0.0
H 0.0 0.1 0.0
H -0.1 0.1 0.1
H -0.1 0.0 0.1
H 0.0 -0.1 0.0
H 0.0 -0.1 0.0
H 0.0 0.1 0.0
H -0.1 0.1 0.0
H 0.0 -0.1 0.0
H 0.0 0.0 0.0
H 0.0 0.0 0.0
H 0.0 0.0 -0.1
H 0.0 -0.1 -0.1
H 0.1 0.0 -0.1
H 0.1 0.0 0.0
H 0.0 0.1 0.0


No. 4
A structure of composition C3H3Cl2HoNO3Yb at a distorted geometry, computed with wB97M-V/def2-TZVPD.

Output
- Net charge: +4
- HOMO-LUMO gap (alpha / beta): 8.7 / 6.1 eV
- Highest occupied orbital energy (alpha / beta): -25.0081 / -25.0472 eV
- 2S+1: 6
- DFT total energy: -3422.0373 a.u.
- Relative energy (zero: lowest compared OMol25 entry of this formula, charge and spin): 0.0 kcal per mole

Each line ends with the Mulliken charge.
Atoms and positions in Å:
Ho (-2.0075, -0.6513, -3.5959)  1.713
Yb (0.6481, -0.1902, 0.6159)  1.848
Cl (-2.0528, -2.5866, -2.1175)  -0.300
Cl (-0.6001, 0.6797, -1.3599)  -0.182
C (1.4367, 1.9936, 1.4265)  0.079
C (-0.2664, -2.0501, -4.5992)  0.302
C (-0.3073, 0.5337, -4.6654)  -0.022
O (1.6892, 3.1161, 1.4731)  0.136
O (0.8180, -2.4083, -4.7644)  -0.013
O (0.6774, 1.0115, -5.0573)  0.079
N (-1.1656, -0.7412, 1.9303)  -0.878
H (-1.3260, -1.7281, 2.2555)  0.394
H (-2.0212, -0.5158, 1.3797)  0.426
H (-1.2971, -0.2541, 2.8500)  0.420

Force components x, y, z for each atom (eV/Å):
Ho -2.5 -1.8 1.5
Yb -0.5 -0.3 0.1
Cl 0.2 1.0 -0.5
Cl 0.3 -0.3 0.3
C 1.3 5.7 0.0
C 5.3 -2.0 -0.9
C 7.0 4.1 -3.0
O -1.1 -5.2 0.0
O -4.9 1.2 0.6
O -5.3 -2.5 1.9
N -0.6 -0.4 0.6
H 0.2 0.5 -0.5
H 0.3 -0.1 0.6
H 0.1 0.1 -0.7


| no. | M (g/mol) |
| --- | --- |
| 1 | 265.1 |
| 2 | 132.1 |
| 3 | 1253.0 |
| 4 | 509.9 |